The following is a DFT calculation (wB97M-V/def2-TZVPD) of a cluster of 2 separate species, C4H14NO2 in total in a non-equilibrium geometry.

HOMO in Eh: -0.549
Relative energy (zero: lowest compared OMol25 entry of this formula, charge and spin) in kcal/mol: 62.7
E in eV: -9952.041
HOMO-LUMO gap in eV: 12.11

```
! RIJCOSX wB97M-V def2-TZVPD def2/J DEFGRID3
* xyz 1 1
O 0.0350 -2.1241 -0.6762
C 1.2189 -1.3734 -0.8371
C 1.3514 -0.3835 0.4186
N -0.1839 0.0130 0.6823
C -0.3196 1.1247 1.7589
C -0.3364 2.4592 1.0193
H 0.0743 -2.7978 -1.2671
H 1.9946 -2.1517 -0.9136
H 1.1166 -0.8862 -1.8591
H 1.7771 -1.0876 1.2156
H 1.9826 0.5024 0.5906
H -0.7360 -0.8511 0.9950
H -0.6656 0.2011 -0.2999
H -1.2327 1.0651 2.3833
H 0.4438 0.9892 2.4911
H 0.3357 3.1269 1.5556
H -0.1901 2.3942 -0.0709
H -1.2721 3.0740 1.1012
H -1.4516 -0.5721 -2.0113
H -1.1492 0.7722 -2.6587
O -1.4382 0.2702 -1.8470
*
```


The following is a DFT calculation (wB97M-V/def2-TZVPD) of a cluster of 3 separate species, C4H14NO2 in total in a non-equilibrium geometry.

HOMO in Eh: -0.517
Relative energy (zero: lowest compared OMol25 entry of this formula, charge and spin) in kcal/mol: 179.3
E in eV: -9946.987
HOMO-LUMO gap in eV: 4.15

```
! RIJCOSX wB97M-V def2-TZVPD def2/J DEFGRID3
* xyz 1 1
C 0.3511 -1.7763 -0.1654
C -1.0383 -1.2575 0.2495
C -0.9604 -0.3045 1.4615
C -1.0440 1.3106 1.0354
O -0.2231 1.5295 0.0497
N 0.6204 0.4974 -2.6832
H 1.0535 -0.9450 -0.0418
H 0.6494 -2.5275 0.5629
H 0.3725 -2.0350 -1.2214
H -1.7145 -2.0983 0.4252
H 0.0534 -0.3897 1.8747
H -1.6541 -0.5957 2.2500
H -0.9112 1.9638 1.9002
H -2.0857 1.4031 0.6511
H 1.1992 1.1313 0.5379
H 0.0481 0.9012 -3.4118
H -1.4668 -0.7024 -0.6005
H 1.5894 0.4880 -2.9533
H 2.6759 1.5721 1.0045
H 0.4157 1.0081 -1.8360
O 2.0695 0.8268 0.9107
*
```


The following is a DFT calculation (wB97M-V/def2-TZVPD) of a cluster of 3 separate species, C4H14NO2 in total in a non-equilibrium geometry.

HOMO in Eh: -0.486
Relative energy (zero: lowest compared OMol25 entry of this formula, charge and spin) in kcal/mol: 70.6
E in eV: -9951.698
HOMO-LUMO gap in eV: 10.25

```
! RIJCOSX wB97M-V def2-TZVPD def2/J DEFGRID3
* xyz 1 1
C -0.1341 -1.5456 0.1699
C 0.6163 -1.1273 1.5023
C 1.7014 -0.1236 1.4124
C 1.7590 1.1649 0.8865
N -1.1447 -0.4046 -0.1462
H 0.8866 -1.5737 -0.4162
H -0.6832 -2.5311 0.1822
H 0.0136 -0.6362 2.3170
H 0.8585 -2.2482 1.8226
H 2.6037 -0.5148 1.8835
H 2.7164 1.6652 0.7431
H 0.8485 1.5237 0.3847
H -1.0305 -0.3683 -1.2164
H -2.0860 -0.5964 0.0982
H -0.8778 0.5008 0.0898
H -2.3456 2.6204 -0.9887
H -2.2090 2.7941 0.3612
O -2.0603 2.0597 -0.2511
H -0.3291 -0.3314 -3.5858
H 0.8816 -0.3451 -2.4662
O 0.0146 0.0175 -2.7828
*
```


The following is a DFT calculation (wB97M-V/def2-TZVPD) of a cluster of 2 separate species, C4H14NO2 in total in a non-equilibrium geometry.

HOMO in Eh: -0.548
Relative energy (zero: lowest compared OMol25 entry of this formula, charge and spin) in kcal/mol: 20.8
E in eV: -9953.861
HOMO-LUMO gap in eV: 11.84

```
! RIJCOSX wB97M-V def2-TZVPD def2/J DEFGRID3
* xyz 1 1
C 1.2640 -1.0009 1.0444
C 0.1885 -0.0280 0.6398
C -1.2527 -0.6088 0.9338
C -2.3967 -0.2613 -0.0054
O -2.0564 -0.5674 -1.3867
N 0.2839 0.3978 -0.8111
H 2.2196 -0.5352 1.0088
H 1.3600 -1.8472 0.3905
H 1.0714 -1.3620 2.0464
H 0.2683 0.8979 1.2168
H -1.1955 -1.6958 0.9511
H -1.4939 -0.2585 1.9254
H -3.2061 -0.9250 0.2351
H -2.6875 0.7769 -0.0638
H -2.2461 -1.4968 -1.5218
H 0.0032 1.3947 -0.8254
H 1.2326 0.4638 -1.1648
H -0.3413 -0.1003 -1.4730
H 3.5800 2.0773 0.6186
H 3.3872 2.3154 -0.8121
O 3.1846 1.6354 -0.1436
*
```